Here is a cluster of 6 separate species, C3H17NO7S in total at a distorted geometry from the Open Molecules 2025 dataset. Energies are from ωB97M-V/def2-TZVPD.

E_tot in eV: -30044.6035
Total charge: 0
Kohn-Sham gap in Eh: 0.356
Structure (SMILES): N[C@H](CS)C(=O)O.O.O.O.O.O
Molecular weight in g/mol: 211.2
Strongest force on any atom in eV/Å: 1.2
E_LUMO in eV: 0.0

Last column: natural (NBO) charge in e.
Cartesian coordinates (Å):
O1 1.41947 -0.91763 -2.80690  -0.5810
C1 1.46794 -0.76863 -1.61484  0.7848
O2 2.22996 -1.60279 -0.85510  -0.6980
C2 0.59593 0.13372 -0.76287  -0.1761
C3 0.94630 1.60500 -0.96669  -0.5199
S1 0.18512 2.55125 0.38588  -0.0323
N1 -0.81927 -0.18190 -1.03758  -0.8695
H1 2.44178 -2.36624 -1.40110  0.5006
H2 0.81501 -0.18463 0.25512  0.2248
H3 0.57998 1.99165 -1.91093  0.2255
H4 2.03240 1.69012 -0.95499  0.2300
H5 0.84344 3.70623 0.22249  0.1342
H6 -0.91970 -0.99051 -1.63206  0.3842
H7 -1.38497 0.60682 -1.31641  0.4025
H8 -0.36660 0.60813 -3.29670  0.4678
H9 0.07629 1.58105 -4.37273  0.4664
O3 -0.69122 1.08921 -4.06693  -0.9376
H10 -0.71554 -1.00903 3.18026  0.4574
H11 0.08544 -0.04787 4.10582  0.4780
O4 -0.35317 -0.89848 4.05897  -0.9374
H12 1.77600 -2.42484 2.35362  0.4637
H13 2.88491 -1.87911 1.57076  0.4667
O5 2.35660 -1.65201 2.34824  -0.9285
H14 -2.11803 -1.05831 0.54849  0.4980
H15 -1.50156 -1.70507 1.74124  0.4487
O6 -2.34115 -1.34850 1.44246  -0.9514
H16 -3.44872 0.46530 1.74600  0.4826
H17 -2.74746 1.74116 1.82241  0.4612
O7 -3.32920 1.26591 1.21407  -0.9453

---

Here is a cluster of 7 separate species, C3H18O8S2 in total at a distorted geometry from the Open Molecules 2025 dataset. Energies are from ωB97M-V/def2-TZVPD.

E_tot in eV: -41453.8269
Total charge: 0
Kohn-Sham gap in Eh: 0.348
Structure (SMILES): O=C(O)CCSS.O.O.O.O.O.O
Molecular weight in g/mol: 246.3
Strongest force on any atom in eV/Å: 2.3
E_LUMO in eV: 0.1

Last column: natural (NBO) charge in e.
Cartesian coordinates (Å):
C1 -1.19417 0.53166 0.73914  -0.5504
C2 -1.89288 1.64093 -0.00387  0.8207
O1 -1.97281 2.75400 0.74569  -0.7023
O2 -2.29158 1.59799 -1.13751  -0.6273
C3 -1.65448 0.29486 2.18311  -0.5541
S1 -0.50385 -0.79483 3.02748  0.1223
S2 0.55421 0.44905 4.26695  -0.1409
H1 -1.27232 -0.32681 0.08953  0.2381
H2 -0.15932 0.85212 0.87115  0.2643
H3 -2.56776 3.42314 0.37870  0.5061
H4 -2.64994 -0.15560 2.21727  0.2254
H5 -1.83812 1.24148 2.68658  0.2530
H6 1.70822 0.70235 3.60541  0.1419
H7 0.51394 -3.35047 -1.99471  0.4913
H8 -0.35155 -2.13066 -1.39981  0.5004
O3 0.49119 -2.60192 -1.39829  -0.9957
H9 0.40588 -0.05447 -1.85021  0.4775
H10 1.77703 -0.71408 -1.38288  0.4917
O4 1.35862 0.04883 -1.77942  -0.9634
H11 3.69489 -0.12762 0.11127  0.4622
H12 2.63226 0.85647 -0.44695  0.4971
O5 3.21051 0.67938 0.31826  -0.9651
H13 0.18822 3.31465 -0.30564  0.4929
H14 0.12354 2.09901 -1.49633  0.4922
O6 0.49741 2.87729 -1.09651  -0.9816
H15 -2.27639 -0.31837 -2.20539  0.5089
H16 -2.56918 -1.80392 -2.62716  0.4880
O7 -2.02412 -1.24232 -2.07151  -0.9898
H17 2.28870 -2.64565 -0.31357  0.4757
H18 2.95046 -3.65125 0.60293  0.4664
O8 2.82339 -3.44522 -0.33371  -0.9455

---

Here is a cluster of 2 separate species, C3H19N8Si in total from the Open Molecules 2025 dataset. Energies are from ωB97M-V/def2-TZVPD.

E_tot in eV: -23215.6892
Total charge: +1
Kohn-Sham gap in Eh: 0.353
Molecular weight in g/mol: 195.3
Strongest force on any atom in eV/Å: 0.7
E_LUMO in eV: -3.1

Last column: natural (NBO) charge in e.
Cartesian coordinates (Å):
C1 0.11895 0.00880 2.20847  -0.2389
C2 1.10152 0.13569 1.00990  0.1537
C3 0.43009 -0.32536 -0.25506  0.0612
N1 -0.96134 0.95899 2.02940  -0.8557
N2 2.24002 -0.72266 1.26049  -0.8030
N3 1.55016 1.50582 0.83640  -0.8674
N4 0.22646 0.49390 -1.21116  -0.6357
N5 -1.17001 -1.85754 -1.96036  -1.3289
N6 1.31797 -2.92064 -1.23062  -1.2975
N7 -0.80093 -2.80283 0.79891  -1.3161
N8 -0.50957 2.99923 -1.63340  -1.0784
Si1 -0.09708 -2.16146 -0.63709  1.9975
H1 -0.20330 -1.03586 2.30566  0.2003
H2 0.68352 0.27981 3.10223  0.2238
H3 -1.64922 0.61717 1.36739  0.3533
H4 -1.43097 1.14017 2.90776  0.3860
H5 2.86834 -0.74096 0.46700  0.3765
H6 1.95646 -1.66445 1.49794  0.3729
H7 2.40412 1.64673 1.36695  0.3924
H8 0.83789 2.12435 1.21476  0.3906
H9 0.28980 1.54242 -1.16381  0.4626
H10 -0.19788 0.12045 -2.05724  0.4227
H11 -0.88883 -2.14567 -2.88546  0.4121
H12 -2.14936 -2.06836 -1.84164  0.4117
H13 2.11118 -3.10328 -0.63628  0.4089
H14 1.21676 -3.66532 -1.90077  0.4134
H15 -0.70221 -3.78636 0.99257  0.4190
H16 -1.71664 -2.49651 1.09177  0.4056
H17 -1.14744 2.96419 -2.41933  0.3830
H18 0.20748 3.68151 -1.86191  0.3894
H19 -1.01581 3.36619 -0.83517  0.3852

---

Here is a cluster of 6 separate species, C3H19O6 in total at a distorted geometry from the Open Molecules 2025 dataset. Energies are from ωB97M-V/def2-TZVPD.

E_tot in eV: -15697.7569
Total charge: +1
Kohn-Sham gap in Eh: 0.378
Molecular weight in g/mol: 151.2
Strongest force on any atom in eV/Å: 2.1
E_LUMO in eV: -2.9

Last column: natural (NBO) charge in e.
Cartesian coordinates (Å):
O1 1.41850 -0.03737 -1.87202  -0.7884
H1 0.93272 -0.28593 -1.08220  0.5510
H2 1.46332 0.91164 -2.00976  0.5552
H3 2.29928 -0.41893 -1.88824  0.5418
O2 1.94986 2.60443 -1.84348  -0.9689
H4 1.19130 2.80208 -1.29415  0.4825
H5 2.42678 3.43236 -1.90098  0.5113
O3 -1.21899 1.93526 -2.00821  -0.9463
H6 -0.99842 2.41238 -2.80817  0.4811
H7 -1.29903 2.61418 -1.33820  0.4698
O4 3.92108 -0.44850 -2.06949  -0.9492
H8 4.62144 -0.60389 -1.43578  0.5078
H9 4.02757 -1.14266 -2.71990  0.4980
O5 0.64428 -1.19309 0.23521  -0.9765
H10 1.00700 -1.20179 1.12097  0.4992
H11 -0.27189 -1.44611 0.34857  0.5135
C1 -1.47553 -1.71717 2.78813  -0.6664
C2 -2.23784 -0.88379 1.74297  0.0856
C3 -1.77381 0.54998 1.36894  -0.6421
O6 -2.31625 -1.64600 0.57121  -0.7209
H12 -0.65081 -2.31585 2.40144  0.1964
H13 -2.16528 -2.34408 3.35321  0.2387
H14 -1.05902 -1.00559 3.50106  0.2291
H15 -3.27349 -0.81797 2.07642  0.1754
H16 -0.68808 0.56515 1.27375  0.1872
H17 -1.94363 1.30235 2.13913  0.2281
H18 -2.16921 0.91468 0.42091  0.2326
H19 -2.36174 -2.53579 0.92872  0.4743

---

Here is a cluster of 7 separate species, C3H21N2O7 in total at a distorted geometry from the Open Molecules 2025 dataset. Energies are from ωB97M-V/def2-TZVPD.

E_tot in eV: -20760.6130
Total charge: +1
Kohn-Sham gap in Eh: 0.426
Molecular weight in g/mol: 197.2
Strongest force on any atom in eV/Å: 4.3
E_LUMO in eV: -2.5

Last column: natural (NBO) charge in e.
Cartesian coordinates (Å):
N1 0.56566 1.34041 -0.16649  -0.7417
C1 0.71495 0.08303 -1.01198  -0.1462
C2 1.90321 0.20652 -1.92496  -0.6403
C3 0.94673 -1.11241 -0.03863  0.6914
N2 0.42603 -2.29957 -0.42371  -0.8012
O1 1.65956 -1.00401 0.92775  -0.6873
H1 -0.09559 1.15600 0.63389  0.4918
H2 0.22871 2.09328 -0.72703  0.4297
H3 1.49508 1.59587 0.24335  0.4755
H4 -0.21081 -0.07385 -1.58287  0.2485
H5 2.07764 -0.70614 -2.55113  0.2522
H6 2.80048 0.37468 -1.34005  0.2392
H7 1.78551 1.05244 -2.66159  0.2350
H8 0.64268 -3.13832 0.16757  0.4248
H9 -0.30149 -2.38432 -1.15070  0.4429
H10 4.11212 1.29971 1.01587  0.4991
H11 2.94177 0.33141 1.14357  0.4948
O2 3.14718 1.22372 1.00950  -0.9780
H12 -2.45659 -1.67120 0.34774  0.5085
H13 -2.54764 -2.10761 1.90704  0.4949
O3 -2.65734 -1.37767 1.29414  -1.0044
H14 -2.03240 0.22953 1.45616  0.5206
H15 -1.57345 1.46444 2.17208  0.5048
O4 -1.68025 1.12733 1.34602  -0.9833
H16 -2.31177 1.24763 -0.31892  0.5164
H17 -2.99129 1.59541 -1.70173  0.5054
O5 -2.23780 1.12495 -1.29868  -1.0055
H18 1.03984 0.09962 2.23778  0.4966
H19 1.25571 1.38076 3.07737  0.4930
O6 0.62301 0.93986 2.50051  -0.9931
H20 -2.92354 -1.92632 -1.86166  0.5094
H21 -2.21517 -0.60605 -1.38151  0.5081
O7 -2.13075 -1.55912 -1.33874  -1.0015

---

Here is a cluster of 8 separate species, C3H21NO9 in total at a distorted geometry from the Open Molecules 2025 dataset. Energies are from ωB97M-V/def2-TZVPD.

E_tot in eV: -23368.4881
Total charge: 0
Kohn-Sham gap in Eh: 0.362
Structure (SMILES): O=CCNCO.O.O.O.O.O.O.O
Molecular weight in g/mol: 215.2
Strongest force on any atom in eV/Å: 2.7
E_LUMO in eV: 0.2

Last column: natural (NBO) charge in e.
Cartesian coordinates (Å):
O1 0.27007 1.35918 -2.70925  -0.5387
C1 1.13083 0.56324 -2.94881  0.4522
C2 2.22649 0.28013 -1.86724  -0.3308
N1 2.03937 -1.17069 -1.62470  -0.6418
C3 2.90083 -1.68558 -0.54879  0.0812
O2 2.17398 -1.48954 0.66789  -0.7513
H1 1.29215 -0.04131 -3.87444  0.1299
H2 2.25704 0.93124 -0.98968  0.1967
H3 3.15684 0.29746 -2.45033  0.2003
H4 1.08158 -1.34087 -1.34244  0.3678
H5 2.92243 -2.77239 -0.72492  0.1716
H6 3.82515 -1.12129 -0.40997  0.1789
H7 1.87129 -2.33121 1.02098  0.4822
H8 -2.37251 1.19248 2.34727  0.5034
H9 -1.44396 1.82544 3.38855  0.4580
O3 -1.88504 0.99734 3.19276  -0.9946
H10 -1.89512 1.45509 -2.61195  0.4856
H11 -2.04571 0.07164 -1.96415  0.4887
O4 -2.48327 0.92968 -2.04176  -0.9769
H12 -2.04191 -1.95908 2.25620  0.4843
H13 -0.47661 -1.92314 1.82019  0.5117
O5 -1.27096 -2.45948 2.01498  -1.0004
H14 1.50115 2.80376 1.57656  0.4711
H15 0.39732 3.65270 1.03838  0.4769
O6 0.62211 2.72845 1.21216  -0.9470
H16 -2.02763 -1.95026 -0.01567  0.4962
H17 -3.07442 -2.21886 -1.04056  0.4767
O7 -2.47153 -1.49766 -0.75193  -0.9772
H18 -1.90293 1.95204 0.40339  0.4862
H19 -2.95610 0.96225 0.13428  0.5091
O8 -2.74615 1.64226 0.78508  -0.9556
H20 0.96060 0.26242 1.40600  0.4843
H21 0.03261 0.32553 2.65417  0.4998
O9 0.43199 -0.27093 1.99775  -0.9786

---

Here is a structure of composition C3H21O8Sr at a distorted geometry from the Open Molecules 2025 dataset. Energies are from ωB97M-V/def2-TZVPD.

E_tot in eV: -20664.9622
Total charge: +1
Kohn-Sham gap in Eh: 0.221
Molecular weight in g/mol: 272.8
Strongest force on any atom in eV/Å: 2.3
E_LUMO in eV: -3.5

Last column: natural (NBO) charge in e.
Cartesian coordinates (Å):
Sr1 -0.15393 0.50457 0.89893  1.8449
C1 0.39716 -0.51498 -3.20451  -0.6361
C2 -0.91803 -0.88344 -2.56656  0.0917
C3 -0.92920 -2.34853 -2.24068  -0.6139
O1 -1.18244 -0.08164 -1.41872  -1.0762
H1 0.42214 0.49652 -3.60991  0.2010
H2 0.64758 -1.06683 -4.11053  0.2117
H3 1.28038 -0.47890 -2.56676  0.1691
H4 -1.71182 -0.81415 -3.31034  0.1374
H5 -1.84776 -2.68011 -1.75653  0.2002
H6 -0.01169 -2.57555 -1.69777  0.1626
H7 -0.86199 -2.89324 -3.18242  0.2053
O2 0.99247 2.34324 2.32185  -0.9717
H8 1.73033 2.91002 2.09699  0.5033
H9 0.67806 2.68010 3.16083  0.4830
O3 1.03497 -0.45894 3.08945  -0.9711
H10 0.91089 -0.04738 3.94470  0.4887
H11 1.70521 -1.12577 3.23899  0.4950
O4 -1.72101 0.79857 2.84961  -0.9679
H12 -1.53498 1.54533 3.41880  0.4819
H13 -2.09661 0.13954 3.43341  0.5039
O5 1.18963 1.92516 -0.79828  -0.9956
H14 1.68882 2.67597 -1.11972  0.4930
H15 1.26705 1.27058 -1.49237  0.5125
O6 1.85842 -0.81533 -0.10075  -0.9740
H16 2.79515 -0.62516 -0.15171  0.4919
H17 1.80893 -1.77068 -0.06789  0.4979
O7 -0.64406 -1.93891 1.17877  -0.9854
H18 -0.27433 -2.47514 1.88019  0.4840
H19 -1.18969 -2.54394 0.67634  0.5162
O8 -1.63243 2.60297 0.51002  -0.9766
H20 -1.50801 3.05525 -0.32436  0.5053
H21 -2.18910 3.19066 1.02088  0.4878

---

Here is a cluster of 9 separate species, C3H22BF4O10S in total at a distorted geometry from the Open Molecules 2025 dataset. Energies are from ωB97M-V/def2-TZVPD.

E_tot in eV: -46333.4319
Total charge: -1
Kohn-Sham gap in Eh: 0.364
Molecular weight in g/mol: 337.1
Strongest force on any atom in eV/Å: 3.8
E_LUMO in eV: 2.3

Last column: natural (NBO) charge in e.
Cartesian coordinates (Å):
B1 -0.44902 -1.75838 0.78473  1.3073
F1 0.60787 -0.84337 0.83061  -0.5810
F2 -0.23235 -2.61499 1.83738  -0.5709
F3 -1.61989 -1.09849 0.87986  -0.5416
F4 -0.29333 -2.43044 -0.35891  -0.5541
O1 0.82483 4.65620 -3.04430  -0.9015
S1 -0.45077 4.92934 -2.42834  2.2898
O2 -1.78431 4.82320 -3.06420  -0.8842
O3 -0.58091 3.91180 -1.04428  -0.7078
C1 0.57436 3.23126 -0.55969  -0.0746
C2 0.24887 2.38780 0.64382  -0.6393
C3 -0.41512 6.53931 -1.57634  -0.8587
H1 1.42198 3.89569 -0.39184  0.1651
H2 0.91567 2.55081 -1.33982  0.1895
H3 -0.36541 1.50747 0.45465  0.2380
H4 -0.21348 2.97443 1.43767  0.2055
H5 1.15133 2.03214 1.14098  0.2378
H6 -0.61944 7.26542 -2.36317  0.2397
H7 0.59029 6.73998 -1.20619  0.2389
H8 -1.11526 6.60919 -0.74386  0.2572
O4 -2.31207 -0.85683 -2.02017  -0.9552
H9 -1.70303 -1.58024 -2.16841  0.4752
H10 -2.14108 -0.57978 -1.12003  0.4772
O5 -2.51970 -3.92709 -1.83279  -0.9521
H11 -1.92124 -3.56440 -1.17969  0.4853
H12 -3.06293 -4.54500 -1.34358  0.4632
O6 1.57024 -4.15106 -2.34184  -0.9643
H13 2.25220 -3.79832 -1.77024  0.4918
H14 1.00761 -4.66015 -1.75829  0.4656
O7 -2.43816 -4.01150 2.20856  -0.9598
H15 -1.67788 -3.43839 2.30730  0.4905
H16 -2.38638 -4.60950 2.95418  0.4506
O8 0.98991 0.51616 3.10407  -0.9700
H17 0.74873 0.19859 2.23389  0.4950
H18 1.56844 -0.16098 3.45483  0.4580
O9 2.50295 -2.63913 2.61000  -0.9603
H19 1.60855 -2.29815 2.61482  0.4999
H20 2.60569 -3.05545 3.46577  0.4734
O10 2.60129 -2.87710 -0.03991  -1.0009
H21 1.74544 -2.46781 -0.16734  0.4880
H22 2.76553 -2.80224 0.90012  0.4937